Entry 1:
The following is a DFT calculation (the ωB97M-V functional and the def2-TZVPD basis) of one molecule with the formula C3H4O3.

Properties
SMILES: O=CC(O)C=O
Max |F|, eV Å⁻¹: 0.547
HOMO energy, eV: -9.98
Gap between HOMO and LUMO, eV: 10.088
Net charge: 0
Energy relative to the best compared isomer or geometry (same formula, charge and spin), eV: 1.9053

Each line ends with the Mulliken charge.
Positions of all 10 atoms, in Å:
1 O -0.186 -0.061 2.104  -0.46
2 C -0.800 0.028 1.070  0.01
3 C -0.254 -0.311 -0.308  0.07
4 O -0.791 0.626 -1.211  -0.50
5 C 1.278 -0.324 -0.355  -0.06
6 O 1.877 -0.308 -1.400  -0.43
7 H -1.823 0.459 1.018  0.35
8 H -0.619 -1.301 -0.624  0.32
9 H -0.481 1.493 -0.915  0.34
10 H 1.799 -0.300 0.620  0.35

Entry 2:
The following is a DFT calculation (the ωB97M-V functional and the def2-TZVPD basis) of C42H47AuBrN3P2Si2 as an isolated structure in a non-equilibrium geometry.

Properties
Max |F|, eV Å⁻¹: 1.222
HOMO energy, eV: -7.04
Gap between HOMO and LUMO, eV: 6.217
Net charge: 0
Energy relative to the best compared isomer or geometry (same formula, charge and spin), eV: 0.9460

Each line ends with the Mulliken charge.
Positions of all 98 atoms, in Å:
1 Au 1.131 -0.128 -0.894  2.10
2 C 2.390 3.709 -0.858  -0.93
3 Si 0.540 3.604 -1.124  0.14
4 C 0.241 3.773 -2.970  -1.15
5 C -0.260 5.085 -0.281  -1.22
6 N -0.134 2.114 -0.607  0.11
7 P -0.513 1.552 0.824  1.76
8 C 0.125 -0.058 0.973  -1.69
9 P -0.595 -1.622 0.817  2.37
10 N -0.193 -2.101 -0.643  -0.10
11 Si -0.106 -3.487 -1.635  -0.06
12 C 1.693 -3.880 -1.997  -0.90
13 C -1.042 -3.175 -3.238  -0.86
14 C -0.874 -5.016 -0.867  -1.19
15 C 0.033 -2.673 2.162  0.24
16 C -0.474 -3.953 2.380  -0.39
17 C 0.082 -4.779 3.341  -0.96
18 C 1.161 -4.334 4.096  -0.64
19 C 1.670 -3.063 3.890  -0.69
20 C 1.105 -2.235 2.930  -0.47
21 C -2.390 -1.696 1.063  0.42
22 C -3.202 -1.377 -0.024  -0.78
23 C -4.579 -1.439 0.087  -0.73
24 C -5.161 -1.839 1.282  -0.56
25 C -4.364 -2.159 2.370  -0.88
26 C -2.984 -2.074 2.262  -0.17
27 C -2.298 1.684 1.112  0.18
28 C -2.904 1.297 2.305  -0.02
29 C -4.263 1.472 2.487  -0.82
30 C -5.031 2.044 1.478  -0.63
31 C -4.435 2.436 0.292  -0.64
32 C -3.071 2.256 0.110  -0.88
33 C 0.179 2.525 2.200  0.44
34 C 1.531 2.346 2.489  -0.79
35 C 2.154 3.115 3.454  -0.76
36 C 1.425 4.066 4.158  -0.63
37 C 0.080 4.246 3.884  -0.77
38 C -0.539 3.482 2.904  -0.45
39 H 2.778 4.654 -1.237  0.49
40 H 2.908 2.898 -1.375  0.13
41 H 2.649 3.644 0.198  0.26
42 H 0.666 4.710 -3.331  0.43
43 H -0.822 3.778 -3.209  0.30
44 H 0.713 2.967 -3.531  0.24
45 H -0.130 5.981 -0.891  0.45
46 H 0.182 5.282 0.694  0.30
47 H -1.330 4.935 -0.137  0.35
48 H 2.259 -2.969 -2.187  0.00
49 H 1.820 -4.553 -2.843  0.37
50 H 2.151 -4.348 -1.125  0.36
51 H -1.007 -2.124 -3.516  0.12
52 H -2.091 -3.445 -3.115  0.35
53 H -0.649 -3.757 -4.069  0.35
54 H -0.307 -5.392 -0.020  0.30
55 H -0.901 -5.802 -1.625  0.46
56 H -1.902 -4.834 -0.550  0.28
57 H -1.314 -4.312 1.800  0.78
58 H -0.323 -5.768 3.499  0.44
59 H 1.597 -4.978 4.847  0.39
60 H 2.504 -2.710 4.479  0.46
61 H 1.473 -1.229 2.773  0.06
62 H -2.742 -1.091 -0.963  0.31
63 H -5.201 -1.181 -0.758  0.45
64 H -6.238 -1.899 1.364  0.41
65 H -4.814 -2.470 3.302  0.43
66 H -2.368 -2.312 3.121  0.52
67 H -2.308 0.872 3.104  0.50
68 H -4.729 1.164 3.412  0.42
69 H -6.094 2.181 1.621  0.38
70 H -5.030 2.884 -0.493  0.39
71 H -2.587 2.561 -0.808  0.33
72 H 2.091 1.591 1.951  0.47
73 H 3.204 2.973 3.662  0.49
74 H 1.906 4.661 4.922  0.40
75 H -0.489 4.987 4.426  0.43
76 H -1.587 3.645 2.685  0.41
77 Br 7.799 0.178 -0.129  -0.22
78 C 5.913 0.121 -0.313  -0.12
79 C 5.338 0.441 -1.529  -0.58
80 C 3.955 0.403 -1.657  -0.68
81 C 3.150 0.040 -0.585  0.34
82 C 3.751 -0.269 0.631  -0.08
83 C 5.131 -0.235 0.772  -0.70
84 H 5.960 0.730 -2.366  0.44
85 H 3.519 0.679 -2.607  0.45
86 H 3.142 -0.553 1.476  0.08
87 H 5.595 -0.485 1.716  0.44
88 C 0.354 -0.189 -5.856  -0.53
89 C -0.399 0.571 -4.979  -0.81
90 C -0.070 0.560 -3.635  -0.95
91 N 0.935 -0.172 -3.161  0.52
92 C 1.665 -0.901 -4.002  -0.22
93 C 1.411 -0.937 -5.361  -1.00
94 H 0.125 -0.195 -6.913  0.42
95 H -1.226 1.176 -5.319  0.50
96 H -0.610 1.141 -2.897  0.84
97 H 2.471 -1.473 -3.568  0.42
98 H 2.027 -1.544 -6.006  0.48

Entry 3:
The following is a DFT calculation (the ωB97M-V functional and the def2-TZVPD basis) of C39H41Cl2N4P2S3SiTl as an isolated structure.

Properties
Max |F|, eV Å⁻¹: 0.427
HOMO energy, eV: -1.57
Gap between HOMO and LUMO, eV: 5.697
Net charge: -2
Energy relative to the best compared isomer or geometry (same formula, charge and spin), eV: 0.0000

Each line ends with the Mulliken charge.
Positions of all 93 atoms, in Å:
1 Tl -1.788 1.073 0.296  0.96
2 S -0.610 -2.027 2.106  -0.88
3 P 0.807 -1.268 0.829  2.23
4 C 0.444 -0.418 -0.544  -1.08
5 P -0.138 -1.086 -1.964  1.11
6 S -1.966 -0.523 -2.589  -0.57
7 C 1.058 -0.703 -3.324  -0.34
8 C 2.422 -0.725 -3.044  0.03
9 C 3.356 -0.441 -4.028  -0.55
10 C 2.933 -0.107 -5.309  -0.51
11 C 1.576 -0.064 -5.592  -0.61
12 C 0.645 -0.364 -4.605  -0.50
13 C -0.170 -2.936 -2.039  0.34
14 C -1.250 -3.571 -1.426  -0.54
15 C -1.364 -4.949 -1.427  -0.50
16 C -0.394 -5.728 -2.048  -0.59
17 C 0.683 -5.110 -2.663  -0.68
18 C 0.793 -3.723 -2.659  -0.26
19 C 2.020 -2.658 0.609  0.22
20 C 3.314 -2.358 0.186  -0.53
21 C 4.231 -3.362 -0.080  -0.51
22 C 3.865 -4.694 0.074  -0.54
23 C 2.585 -5.004 0.505  -0.54
24 C 1.673 -3.992 0.775  -0.50
25 C 1.828 -0.159 1.882  -0.14
26 C 2.231 1.075 1.393  0.45
27 C 3.056 1.897 2.152  -0.66
28 C 3.492 1.481 3.401  -0.68
29 C 3.085 0.247 3.899  -0.70
30 C 2.254 -0.564 3.145  -0.77
31 H 2.736 -0.940 -2.029  0.13
32 H 4.413 -0.460 -3.791  0.40
33 H 3.659 0.129 -6.079  0.34
34 H 1.238 0.219 -6.583  0.35
35 H -0.417 -0.323 -4.808  0.37
36 H -2.018 -2.953 -0.978  0.37
37 H -2.218 -5.421 -0.951  0.35
38 H -0.480 -6.809 -2.052  0.34
39 H 1.449 -5.705 -3.147  0.40
40 H 1.640 -3.260 -3.149  0.33
41 H 3.607 -1.318 0.078  0.28
42 H 5.231 -3.106 -0.408  0.40
43 H 4.574 -5.483 -0.148  0.34
44 H 2.289 -6.039 0.628  0.41
45 H 0.676 -4.226 1.126  0.24
46 H 1.872 1.373 0.412  0.04
47 H 3.353 2.864 1.765  0.52
48 H 4.137 2.120 3.992  0.36
49 H 3.411 -0.076 4.881  0.35
50 H 1.909 -1.515 3.535  0.34
51 C -4.190 3.644 2.981  -1.15
52 C -3.052 4.373 2.310  0.55
53 C -2.694 5.655 2.712  -0.67
54 C -1.584 6.226 2.087  -0.69
55 C -0.906 5.539 1.112  -0.15
56 C -1.350 4.237 0.709  0.41
57 N -2.426 3.703 1.356  -0.05
58 N -0.776 3.472 -0.214  -0.16
59 Si 0.421 3.962 -1.324  -0.08
60 C -0.052 5.507 -2.320  -1.20
61 C 0.701 2.616 -2.591  -0.67
62 C 2.077 4.385 -0.491  -0.92
63 H -5.111 4.231 2.948  0.42
64 H -3.956 3.452 4.031  0.26
65 H -4.359 2.691 2.482  0.00
66 H -3.242 6.168 3.491  0.36
67 H -1.239 7.211 2.386  0.37
68 H -0.019 5.960 0.661  0.21
69 H -0.882 5.281 -2.993  0.29
70 H 0.800 5.822 -2.931  0.35
71 H -0.351 6.349 -1.694  0.33
72 H -0.166 1.953 -2.630  0.06
73 H 1.564 1.988 -2.363  0.10
74 H 0.846 3.043 -3.586  0.54
75 H 2.167 5.455 -0.288  0.56
76 H 2.923 4.091 -1.118  0.43
77 H 2.161 3.857 0.461  -0.18
78 S -5.109 0.072 1.665  -0.48
79 C -4.927 -1.536 1.316  0.29
80 N -3.689 -2.138 1.444  0.35
81 C -3.487 -3.459 1.354  0.44
82 C -4.532 -4.279 1.048  -0.75
83 C -5.748 -3.624 0.773  -0.10
84 N -5.954 -2.339 0.887  -0.59
85 H -2.856 -1.559 1.613  -0.41
86 H -2.464 -3.773 1.525  0.24
87 H -4.416 -5.349 0.976  0.41
88 H -6.598 -4.204 0.418  0.37
89 Cl -2.081 0.650 6.008  -0.26
90 C -1.918 0.495 4.232  0.56
91 Cl -0.899 1.747 3.537  -0.05
92 H -2.910 0.577 3.796  -0.06
93 H -1.454 -0.464 4.013  -0.08

Entry 4:
The following is a DFT calculation (the ωB97M-V functional and the def2-TZVPD basis) of one molecule with the formula C4H7NO in a non-equilibrium geometry.

Properties
SMILES: C[C@H]1N[C@H]1C=O
Max |F|, eV Å⁻¹: 2.546
HOMO energy, eV: -9.96
Gap between HOMO and LUMO, eV: 10.909
Net charge: 0
Energy relative to the best compared isomer or geometry (same formula, charge and spin), eV: 2.7495

Each line ends with the Mulliken charge.
Positions of all 13 atoms, in Å:
1 C -0.945 -0.448 1.243  -1.26
2 C -0.442 -0.719 -0.147  0.32
3 N -0.790 0.158 -1.241  -0.62
4 C 0.616 0.106 -0.806  -0.10
5 C 1.292 1.274 -0.208  -0.21
6 O 2.476 1.078 -0.017  -0.49
7 H -1.098 0.625 1.386  0.31
8 H -0.209 -0.801 1.975  0.29
9 H -1.890 -0.965 1.433  0.36
10 H -0.364 -1.779 -0.405  0.38
11 H -1.031 -0.337 -2.096  0.25
12 H 1.618 -0.349 -1.042  0.37
13 H 0.839 2.251 0.009  0.42

Entry 5:
The following is a DFT calculation (the ωB97M-V functional and the def2-TZVPD basis) of C3H2FO2Tl as an isolated structure in a non-equilibrium geometry.

Properties
Max |F|, eV Å⁻¹: 1.924
HOMO energy, eV: -6.95
Gap between HOMO and LUMO, eV: 7.011
Net charge: 0
Energy relative to the best compared isomer or geometry (same formula, charge and spin), eV: 1.9246

Each line ends with the Mulliken charge.
Positions of all 9 atoms, in Å:
1 C 0.343 -0.327 -3.795  0.00
2 O 0.847 0.168 -2.912  0.01
3 O -1.570 1.460 1.143  -0.51
4 C -0.458 0.965 0.925  -0.08
5 C -0.314 -0.519 1.283  -0.10
6 H -1.114 -1.157 0.878  0.23
7 H -0.200 -0.680 2.365  0.22
8 Tl 1.560 1.039 -0.556  0.56
9 F 0.906 -0.948 0.668  -0.32

Entry 6:
The following is a DFT calculation (the ωB97M-V functional and the def2-TZVPD basis) of C3H2FO2Tl as an isolated structure in a non-equilibrium geometry.

Properties
Max |F|, eV Å⁻¹: 8.673
HOMO energy (alpha / beta), eV: -26.67 / -27.76
2S+1: 2
Gap between HOMO and LUMO (alpha / beta), eV: 7.089 / 8.154
Net charge: +3
Energy relative to the best compared isomer or geometry (same formula, charge and spin), eV: 4.2179

Each line ends with the Mulliken charge.
Positions of all 9 atoms, in Å:
1 O -0.495 1.100 -1.739  -0.09
2 H -0.014 -0.937 1.749  0.47
3 O -0.722 0.604 0.622  -0.31
4 C 0.265 -0.277 0.915  0.09
5 C 0.387 -0.844 -0.472  0.30
6 C -0.543 0.073 -1.150  0.89
7 F 0.470 -2.124 -0.725  0.03
8 Tl -0.820 2.532 0.518  1.31
9 H 1.472 -0.126 0.282  0.32

Entry 7:
The following is a DFT calculation (the ωB97M-V functional and the def2-TZVPD basis) of an isolated ion of composition C5H7N2 and charge +1 in a non-equilibrium geometry.

Properties
SMILES: C#C[N@+]1(C)CC=N1
Max |F|, eV Å⁻¹: 6.362
HOMO energy, eV: -15.62
Gap between HOMO and LUMO, eV: 11.328
Net charge: +1
Energy relative to the best compared isomer or geometry (same formula, charge and spin), eV: 7.1412

Each line ends with the Mulliken charge.
Positions of all 14 atoms, in Å:
1 C 0.688 1.857 -1.851  0.15
2 C 0.243 1.023 -1.182  -0.58
3 N -0.012 -0.011 -0.196  0.62
4 C -0.626 -1.231 -0.732  -0.74
5 C -0.432 0.311 1.292  -0.50
6 C 0.905 -0.237 1.596  0.04
7 N 1.343 -0.223 0.368  -0.53
8 H 0.736 2.710 -2.545  0.42
9 H -1.676 -1.284 -0.931  0.39
10 H -0.161 -1.720 -1.586  0.34
11 H -0.617 -1.973 0.195  0.33
12 H -1.402 -0.174 1.700  0.30
13 H -0.453 1.403 1.425  0.31
14 H 1.462 -0.451 2.446  0.45

Entry 8:
The following is a DFT calculation (the ωB97M-V functional and the def2-TZVPD basis) of a 2-piece molecular cluster, C5H8N overall in a non-equilibrium geometry.

Properties
Max |F|, eV Å⁻¹: 1.588
HOMO energy, eV: -15.94
Gap between HOMO and LUMO, eV: 9.532
Net charge: +1
Energy relative to the best compared isomer or geometry (same formula, charge and spin), eV: 4.8352

Each line ends with the Mulliken charge.
Positions of all 14 atoms, in Å:
1 C 1.016 -0.072 0.077  -0.30
2 C -2.452 -0.804 -0.174  -0.39
3 C -2.458 0.744 -0.263  -0.41
4 C -1.681 0.025 0.682  0.17
5 C 3.548 0.045 -0.048  -0.58
6 N 2.166 -0.026 0.031  0.16
7 H -3.220 -1.418 0.294  0.27
8 H -2.035 -1.301 -1.040  0.26
9 H -2.057 1.144 -1.183  0.27
10 H -3.232 1.394 0.141  0.27
11 H -1.312 0.077 1.686  0.43
12 H 3.971 -0.160 0.936  0.28
13 H 3.909 -0.694 -0.766  0.28
14 H 3.836 1.046 -0.374  0.29